[1]
{
  "formula": "C53H44Cl3MnN5O7S",
  "method": "the ωB97M-V functional and the def2-TZVPD basis",
  "e_above_lowest_kcal_mol": 0.0,
  "s_squared": 8.757,
  "e_homo_ha": [-0.0304, -0.0541],
  "total_charge": -2,
  "multiplicity": 6,
  "orbital_gap_ev": [4.7, 5.3],
  "symbols": ["Mn", "Cl", "C", "C", "C", "Cl", "C", "C", "C", "C", "N", "C", "C", "O", "H", "H", "H", "H", "C", "O", "C", "C", "C", "C", "C", "C", "N", "C", "N", "C", "C", "C", "C", "C", "C", "O", "C", "N", "C", "C", "C", "C", "C", "C", "O", "C", "H", "H", "H", "H", "H", "H", "H", "H", "H", "H", "H", "H", "H", "H", "H", "H", "H", "H", "H", "H", "H", "H", "Cl", "C", "C", "C", "C", "C", "C", "C", "H", "H", "H", "H", "H", "H", "O", "C", "N", "C", "O", "C", "C", "C", "C", "C", "C", "H", "H", "H", "H", "C", "S", "O", "C", "C", "C", "C", "C", "C", "H", "H", "H", "H", "H", "H", "H", "H"],
  "xyz": [[0.2807, -0.5270, 0.6004], [3.5334, 1.5452, 3.8385], [3.9700, 0.4944, 2.5151], [5.2486, -0.0645, 2.5179], [5.6482, -0.9127, 1.5254], [7.2722, -1.5778, 1.5609], [4.7623, -1.2596, 0.4800], [5.0681, -2.1228, -0.5911], [4.1194, -2.3873, -1.5408], [2.8481, -1.8016, -1.4170], [2.5384, -0.9885, -0.4372], [3.4648, -0.6981, 0.5011], [3.0194, 0.2306, 1.5270], [1.8506, 0.7339, 1.4643], [5.9246, 0.1824, 3.3256], [6.0529, -2.5690, -0.6447], [4.3258, -3.0506, -2.3711], [2.0589, -2.0237, -2.1268], [-5.8183, 1.8986, -1.4750], [-5.5053, 2.3960, -2.7825], [-5.1751, 1.4261, -3.6999], [-6.0572, 1.1597, -4.7326], [-5.7484, 0.2045, -5.6911], [-4.5420, -0.4739, -5.6089], [-3.6402, -0.1913, -4.5941], [-3.9403, 0.7636, -3.6239], [-3.0567, 1.1337, -2.6077], [-1.9851, 0.3660, -2.1068], [-2.3024, -0.9365, -1.9658], [-1.4638, -2.0731, -1.7467], [-0.4349, -2.1034, -0.8163], [0.2075, -3.3534, -0.7043], [-0.1552, -4.4737, -1.4241], [-1.2171, -4.4138, -2.3259], [-1.8685, -3.2062, -2.4755], [-2.9710, -3.0357, -3.2996], [-3.2239, -4.0339, -4.2520], [-0.8456, 0.8764, -1.7942], [-0.6487, 2.2280, -2.1189], [-1.2688, 3.2411, -1.3803], [-1.2210, 4.5734, -1.7655], [-0.5223, 4.9230, -2.9120], [0.1677, 3.9476, -3.6111], [0.1467, 2.6136, -3.2132], [0.8984, 1.7734, -3.9795], [1.4612, 0.5914, -3.3934], [-6.3939, 2.6770, -0.9792], [-4.9219, 1.6832, -0.8963], [-6.4219, 0.9908, -1.5481], [-6.9909, 1.7075, -4.7572], [-6.4460, -0.0076, -6.4914], [-4.2842, -1.2202, -6.3502], [-2.6934, -0.7104, -4.5459], [-3.0039, 2.1238, -2.4262], [-3.2396, -1.1717, -2.2495], [1.0105, -3.4574, 0.0215], [0.3639, -5.4158, -1.2765], [-1.5320, -5.2928, -2.8716], [-3.6078, -4.9502, -3.7905], [-2.3201, -4.2805, -4.8188], [-3.9819, -3.6349, -4.9256], [-1.8275, 2.9462, -0.4997], [-1.7394, 5.3222, -1.1790], [-0.4784, 5.9536, -3.2427], [0.7726, 4.1990, -4.4742], [2.2415, 0.2767, -4.0855], [0.7231, -0.1961, -3.2663], [1.9028, 0.8051, -2.4192], [-6.3090, -1.8593, 3.3831], [-4.8206, -1.0519, 2.8962], [-4.6980, -0.5479, 1.6101], [-3.5291, 0.0829, 1.2328], [-2.4286, 0.2370, 2.1071], [-1.1941, 0.8376, 1.6868], [-2.6109, -0.2859, 3.4080], [-3.7750, -0.9248, 3.7949], [-5.5120, -0.6686, 0.9039], [-3.4272, 0.4334, 0.2121], [-0.5337, 1.1536, 2.4939], [-1.3076, 1.6146, 0.9302], [-1.7951, -0.2000, 4.1180], [-3.8687, -1.3317, 4.7947], [-1.8654, -3.0319, 1.7124], [-0.9585, -2.8459, 2.4981], [0.1676, -2.0685, 2.3311], [0.9686, -2.1882, 3.4316], [2.0681, -1.6924, 3.6144], [0.2798, -3.0795, 4.4464], [0.6414, -3.4840, 5.7146], [-0.2455, -4.3113, 6.4025], [-1.4488, -4.7100, 5.8232], [-1.7966, -4.2959, 4.5381], [-0.9065, -3.4798, 3.8726], [1.5785, -3.1600, 6.1509], [-0.0030, -4.6484, 7.4042], [-2.1216, -5.3475, 6.3859], [-2.7305, -4.5858, 4.0721], [2.5843, 3.7640, 1.0996], [2.6430, 2.9933, -0.5175], [3.9041, 2.2060, -0.5986], [3.0020, 4.4798, -1.4796], [4.0366, 4.3943, -2.3977], [4.3198, 5.4797, -3.2170], [3.5752, 6.6458, -3.1137], [2.5395, 6.7242, -2.1909], [2.2460, 5.6401, -1.3790], [3.5258, 4.2764, 1.2929], [2.4163, 2.9414, 1.7929], [1.7349, 4.4455, 1.1360], [4.6097, 3.4770, -2.4428], [5.1265, 5.4123, -3.9368], [3.7975, 7.4919, -3.7527], [1.9479, 7.6284, -2.1118], [1.4130, 5.6928, -0.6905]],
  "forces_ev_per_angstrom": [[-0.405, -0.321, 0.286], [0.007, -0.016, 0.006], [-0.049, 0.111, 0.002], [0.010, 0.005, -0.010], [-0.021, 0.013, 0.011], [0.013, -0.009, -0.007], [-0.026, 0.032, -0.007], [-0.003, -0.009, -0.001], [0.006, 0.023, -0.001], [0.039, 0.060, -0.002], [0.027, -0.092, 0.077], [-0.003, -0.007, -0.045], [0.081, -0.059, -0.007], [0.060, -0.020, 0.051], [0.007, -0.003, -0.004], [-0.003, -0.004, -0.008], [0.006, 0.000, 0.002], [0.000, -0.010, 0.006], [-0.018, -0.011, -0.035], [-0.011, 0.019, 0.014], [0.043, -0.010, -0.006], [0.004, -0.019, 0.026], [-0.012, -0.005, -0.010], [0.015, 0.000, 0.002], [-0.004, -0.005, -0.015], [-0.006, 0.038, 0.027], [0.032, -0.083, 0.045], [0.039, 0.040, -0.120], [-0.099, 0.018, -0.026], [-0.050, -0.102, 0.076], [0.180, 0.232, -0.121], [-0.009, -0.013, 0.009], [0.031, -0.025, 0.021], [-0.031, 0.013, -0.048], [0.009, -0.029, 0.060], [0.050, 0.066, -0.112], [-0.043, -0.049, 0.047], [-0.005, 0.075, 0.019], [-0.064, -0.044, -0.021], [-0.011, 0.013, -0.017], [0.019, -0.011, -0.027], [-0.041, 0.007, 0.008], [0.101, -0.005, 0.036], [0.166, 0.051, 0.021], [-0.214, -0.145, -0.054], [0.081, 0.122, 0.052], [0.014, 0.010, 0.012], [0.032, -0.018, 0.003], [-0.019, 0.013, -0.003], [-0.002, 0.001, -0.003], [-0.001, 0.000, 0.001], [-0.001, 0.002, -0.003], [0.006, -0.003, 0.002], [0.011, 0.011, 0.013], [0.005, -0.006, 0.073], [0.007, 0.000, -0.008], [-0.001, 0.001, 0.004], [0.005, -0.012, 0.002], [0.017, -0.006, 0.005], [-0.004, 0.009, -0.018], [-0.007, -0.004, 0.002], [-0.004, 0.000, 0.000], [-0.003, 0.007, -0.002], [0.000, -0.002, 0.005], [-0.011, 0.004, -0.002], [0.009, 0.018, 0.011], [-0.044, -0.022, -0.010], [-0.011, 0.012, 0.013], [-0.006, -0.003, 0.003], [-0.002, 0.001, -0.006], [0.007, -0.004, -0.009], [-0.031, -0.018, 0.033], [-0.011, 0.021, 0.019], [0.102, 0.109, -0.194], [0.002, -0.015, 0.004], [0.015, 0.003, 0.002], [-0.001, 0.001, 0.005], [0.009, 0.023, -0.027], [-0.028, 0.007, 0.031], [-0.021, 0.010, 0.032], [0.003, 0.001, 0.003], [-0.004, -0.002, 0.003], [0.014, 0.002, 0.010], [-0.039, 0.062, 0.033], [0.119, -0.013, -0.160], [-0.026, 0.000, 0.016], [0.000, -0.018, -0.008], [0.009, -0.001, -0.002], [0.002, 0.009, 0.012], [-0.001, 0.002, -0.006], [0.003, 0.008, -0.002], [-0.009, 0.001, -0.003], [-0.001, -0.003, -0.016], [0.000, -0.002, 0.002], [0.004, 0.002, 0.001], [-0.005, 0.000, -0.003], [0.000, -0.004, 0.003], [0.003, -0.029, 0.024], [0.053, -0.081, -0.131], [-0.007, -0.027, -0.033], [-0.068, 0.082, 0.077], [0.014, 0.015, 0.010], [0.004, -0.007, 0.009], [0.000, 0.004, -0.003], [-0.004, -0.005, 0.000], [-0.002, 0.005, -0.026], [0.008, -0.007, -0.002], [-0.005, 0.010, 0.006], [0.002, 0.011, -0.007], [0.000, -0.004, 0.003], [0.001, 0.002, -0.002], [0.000, 0.000, -0.001], [0.004, 0.003, -0.001], [0.002, 0.005, 0.006]],
  "mulliken_spin": [4.661, 0.000, 0.008, 0.000, 0.004, 0.000, 0.004, 0.003, -0.001, 0.030, 0.026, 0.055, -0.017, 0.036, 0.000, 0.000, 0.000, -0.013, 0.000, 0.000, 0.000, 0.000, 0.000, 0.000, 0.000, -0.002, -0.003, 0.062, -0.033, -0.138, 0.155, -0.036, 0.002, 0.009, -0.018, -0.001, 0.001, -0.081, 0.058, 0.001, -0.001, 0.002, 0.000, 0.002, -0.001, 0.002, 0.000, 0.001, 0.000, 0.000, 0.000, 0.000, 0.000, -0.002, -0.001, 0.010, -0.001, 0.001, 0.000, 0.000, 0.000, -0.001, 0.000, 0.000, 0.000, 0.000, 0.003, 0.006, 0.001, 0.015, -0.004, -0.002, -0.130, 0.405, 0.001, -0.004, -0.001, -0.014, -0.020, -0.141, -0.002, 0.000, -0.006, 0.009, 0.018, 0.056, 0.007, 0.007, -0.001, 0.001, 0.000, 0.000, -0.009, 0.000, 0.000, 0.000, 0.000, -0.003, 0.020, 0.001, 0.000, 0.000, 0.000, 0.000, 0.000, 0.000, 0.000, 0.001, 0.000, 0.000, 0.000, 0.000, 0.000, 0.000]
}

[2]
{
  "formula": "C53H44N7PSc",
  "method": "the ωB97M-V functional and the def2-TZVPD basis",
  "e_homo_ha": -0.5606,
  "total_charge": 3,
  "orbital_gap_ev": 6.8,
  "symbols": ["Sc", "C", "N", "C", "N", "C", "C", "C", "C", "C", "C", "C", "C", "C", "C", "C", "C", "C", "C", "P", "C", "N", "C", "C", "N", "C", "C", "C", "C", "C", "C", "C", "C", "C", "C", "C", "C", "C", "C", "N", "C", "C", "N", "C", "C", "C", "C", "C", "C", "C", "C", "C", "C", "C", "C", "C", "H", "H", "H", "H", "H", "H", "H", "H", "H", "H", "H", "H", "H", "H", "H", "H", "H", "H", "H", "H", "H", "H", "H", "H", "H", "H", "H", "H", "H", "H", "H", "H", "H", "H", "H", "H", "H", "H", "H", "C", "C", "C", "N", "C", "C", "H", "H", "H", "H", "H"],
  "xyz": [[0.4448, 0.2038, -0.1638], [1.2579, -4.6505, 2.1935], [1.0056, -3.2020, 2.1648], [0.5773, -2.4896, 1.1146], [0.4856, -1.1982, 1.4661], [0.8010, -1.1011, 2.8090], [1.1623, -2.3545, 3.2473], [1.6225, -2.8458, 4.5587], [0.7906, -3.6299, 5.3546], [1.2385, -4.0781, 6.5884], [2.5139, -3.7462, 7.0263], [3.3441, -2.9625, 6.2355], [2.9008, -2.5123, 5.0016], [0.5609, 0.1515, 3.5512], [0.7393, 0.2464, 4.9309], [0.4545, 1.4311, 5.5967], [-0.0124, 2.5420, 4.9111], [-0.2011, 2.4674, 3.5364], [0.0836, 1.2814, 2.8882], [-0.1205, -3.2292, -0.4074], [0.8990, -2.4292, -1.6858], [1.0048, -1.1041, -1.7759], [1.5307, -0.7988, -3.0059], [1.8024, -1.9698, -3.6642], [1.3870, -2.9826, -2.8110], [1.4223, -4.4166, -3.1325], [2.3496, -2.2009, -5.0100], [3.5379, -2.9094, -5.1797], [4.0496, -3.1018, -6.4533], [3.3818, -2.5824, -7.5551], [2.2022, -1.8696, -7.3869], [1.6824, -1.6787, -6.1158], [1.5463, 0.6215, -3.3647], [2.5828, 1.2392, -4.0504], [2.5668, 2.6206, -4.2112], [1.5308, 3.3908, -3.6925], [0.4645, 2.7737, -3.0499], [0.4703, 1.3902, -2.8948], [-1.5532, -2.0913, -0.5543], [-1.5173, -0.7557, -0.4689], [-2.8063, -0.2920, -0.5890], [-3.6351, -1.3702, -0.7926], [-2.8230, -2.4861, -0.7574], [-3.3108, -3.8588, -0.9441], [-5.0815, -1.4611, -1.0629], [-5.9456, -2.0192, -0.1247], [-7.3062, -2.0794, -0.3890], [-7.8018, -1.5839, -1.5875], [-6.9414, -1.0265, -2.5247], [-5.5811, -0.9640, -2.2647], [-3.1106, 1.1399, -0.4271], [-2.1007, 2.0951, -0.5056], [-2.3319, 3.4501, -0.3334], [-3.6272, 3.8823, -0.0844], [-4.6500, 2.9491, 0.0095], [-4.4003, 1.5939, -0.1578], [1.7595, -4.9476, 1.2769], [0.3232, -5.1941, 2.3101], [1.9042, -4.8577, 3.0409], [-0.2124, -3.8736, 5.0241], [0.5925, -4.6835, 7.2093], [2.8624, -4.0998, 7.9871], [4.3372, -2.7071, 6.5793], [3.5445, -1.8997, 4.3812], [1.0931, -0.6023, 5.4971], [0.5929, 1.4806, 6.6682], [-0.2357, 3.4574, 5.4414], [-0.5780, 3.3184, 2.9859], [-0.0885, 1.2670, 1.8090], [1.4678, -4.5208, -4.2123], [0.5187, -4.8914, -2.7596], [2.3011, -4.8765, -2.6868], [4.0702, -3.3001, -4.3200], [4.9705, -3.6524, -6.5881], [3.7806, -2.7367, -8.5485], [1.6839, -1.4695, -8.2476], [0.7562, -1.1319, -5.9841], [3.4090, 0.6513, -4.4304], [3.3765, 3.1040, -4.7422], [1.5346, 4.4638, -3.8272], [-0.3866, 3.3571, -2.7212], [-0.4446, 0.8886, -2.5778], [-4.0434, -3.8557, -1.7465], [-3.7762, -4.2174, -0.0297], [-2.4758, -4.4999, -1.2109], [-5.5638, -2.3840, 0.8219], [-7.9794, -2.5054, 0.3422], [-8.8629, -1.6314, -1.7919], [-7.3313, -0.6417, -3.4572], [-4.9079, -0.5264, -2.9922], [-1.0646, 1.8125, -0.7135], [-1.5177, 4.1604, -0.3956], [-3.8336, 4.9359, 0.0439], [-5.6585, 3.2763, 0.2229], [-5.2148, 0.8899, -0.0668], [5.1224, 1.9567, 0.6499], [4.4132, 1.3794, 1.6915], [3.1046, 1.0011, 1.4804], [2.4789, 1.1606, 0.2961], [3.1767, 1.7357, -0.7047], [4.4876, 2.1404, -0.5676], [6.1491, 2.2688, 0.7897], [4.8583, 1.2312, 2.6650], [2.5280, 0.5715, 2.2831], [2.6542, 1.9011, -1.6319], [4.9894, 2.6041, -1.4049]],
  "forces_ev_per_angstrom": [[0.021, -0.048, -0.162], [-0.003, 0.145, -0.006], [-0.015, -0.120, 0.127], [0.054, 0.128, 0.007], [0.133, 0.070, -0.154], [-0.150, 0.077, -0.022], [-0.041, -0.134, 0.013], [0.015, 0.050, -0.042], [-0.037, -0.005, 0.031], [0.023, 0.006, -0.015], [-0.011, -0.003, -0.001], [0.002, -0.011, -0.015], [0.024, -0.015, 0.034], [0.030, -0.030, 0.022], [0.032, 0.010, 0.025], [-0.005, -0.013, 0.016], [-0.006, -0.011, -0.040], [0.033, -0.044, 0.098], [0.039, 0.029, -0.187], [-0.049, -0.226, 0.038], [0.106, 0.093, -0.151], [-0.055, -0.009, 0.413], [-0.102, 0.084, 0.108], [-0.012, -0.142, 0.025], [-0.014, -0.041, -0.120], [-0.001, 0.136, 0.020], [0.005, 0.019, 0.056], [0.022, -0.032, -0.026], [-0.013, 0.011, -0.005], [-0.013, -0.003, 0.007], [0.010, -0.017, 0.009], [0.008, 0.028, -0.042], [0.059, -0.061, -0.057], [0.031, 0.048, -0.004], [0.010, -0.010, -0.024], [-0.031, -0.022, -0.008], [0.076, -0.024, -0.056], [-0.054, 0.113, 0.010], [-0.088, 0.059, -0.104], [0.244, 0.043, 0.128], [0.054, 0.141, 0.072], [-0.044, -0.147, -0.012], [-0.081, -0.045, -0.015], [0.081, 0.135, -0.010], [0.067, 0.041, 0.018], [-0.061, -0.004, 0.044], [0.038, 0.005, -0.004], [-0.006, 0.001, -0.018], [0.000, -0.018, 0.024], [-0.034, 0.012, -0.031], [-0.041, -0.085, -0.083], [0.233, 0.074, 0.286], [-0.094, -0.048, 0.048], [0.026, -0.021, 0.011], [-0.014, -0.016, -0.005], [-0.014, 0.024, -0.011], [-0.023, -0.023, -0.007], [-0.004, -0.013, -0.001], [0.000, -0.027, -0.006], [0.008, -0.001, -0.019], [-0.004, 0.001, -0.001], [-0.005, 0.006, 0.004], [0.000, 0.000, 0.000], [0.005, -0.008, -0.002], [-0.001, -0.002, -0.007], [0.009, -0.004, -0.002], [0.001, -0.001, 0.004], [0.005, -0.002, -0.018], [-0.218, 0.017, -0.004], [-0.007, -0.010, 0.001], [0.018, -0.018, 0.023], [0.000, -0.023, -0.009], [-0.005, 0.004, 0.004], [0.002, 0.001, 0.007], [0.008, 0.007, 0.001], [-0.007, 0.000, 0.003], [0.003, -0.002, 0.009], [-0.009, 0.001, -0.007], [-0.001, -0.004, -0.003], [0.009, 0.001, -0.001], [0.004, -0.011, 0.007], [0.020, -0.048, 0.062], [-0.012, -0.023, 0.006], [-0.015, -0.011, 0.003], [-0.019, -0.021, 0.009], [0.010, -0.003, -0.005], [0.000, -0.005, -0.001], [0.000, 0.003, 0.002], [0.004, -0.002, -0.002], [0.006, -0.001, 0.008], [0.032, 0.027, -0.249], [0.002, 0.000, -0.005], [-0.008, -0.002, 0.001], [0.000, 0.007, -0.010], [-0.008, -0.014, -0.012], [0.094, 0.021, 0.008], [-0.081, -0.007, 0.027], [0.082, -0.015, -0.051], [-0.263, -0.106, -0.078], [0.005, 0.144, 0.147], [-0.051, 0.024, -0.051], [-0.002, -0.002, -0.006], [0.012, 0.010, -0.005], [0.031, -0.028, 0.008], [-0.029, -0.011, -0.056], [0.016, -0.003, 0.010]],
  "lowdin_charge": [1.221, 0.028, -0.025, -0.414, 0.002, -0.140, -0.080, -0.226, -0.027, -0.042, -0.041, -0.045, -0.034, -0.168, 0.013, -0.027, -0.037, -0.042, -0.070, 1.219, -0.410, -0.006, -0.140, -0.073, -0.016, 0.032, -0.200, -0.034, -0.046, -0.042, -0.045, -0.022, -0.188, -0.005, -0.027, -0.035, -0.045, -0.097, -0.405, 0.010, -0.124, -0.088, -0.025, 0.029, -0.221, -0.034, -0.046, -0.044, -0.046, -0.026, -0.137, -0.081, -0.059, -0.040, -0.023, 0.014, 0.093, 0.109, 0.106, 0.125, 0.120, 0.121, 0.118, 0.120, 0.112, 0.124, 0.123, 0.117, 0.055, 0.107, 0.084, 0.110, 0.122, 0.119, 0.121, 0.119, 0.123, 0.136, 0.128, 0.125, 0.112, 0.102, 0.113, 0.109, 0.070, 0.122, 0.118, 0.120, 0.118, 0.124, 0.034, 0.116, 0.123, 0.126, 0.120, 0.001, -0.006, -0.096, -0.033, -0.097, -0.005, 0.134, 0.128, 0.088, 0.071, 0.128]
}